Record 1
This record from the OMol25 dataset describes a structure of composition C17H23Cl5NO2P2Tc. The level of theory is ωB97M-V with the def2-TZVPD basis set.

Atoms and positions in Å:
Tc 0.178 0.473 0.474
P -1.920 -0.119 0.118
C -2.140 0.572 -1.616
C -0.818 0.750 -2.386
N 0.302 0.680 -1.648
C 1.559 0.907 -2.117
C 1.704 1.577 -3.364
C 0.563 1.762 -4.179
C -0.669 1.274 -3.695
C 2.711 0.564 -1.143
P 2.089 -0.660 0.218
H -1.540 1.492 -4.268
H 2.716 1.889 -3.701
H 0.669 2.322 -5.147
H 3.564 0.006 -1.589
H 3.093 1.461 -0.610
H -3.098 0.175 -2.070
H -2.531 1.580 -1.279
H -0.956 -3.368 -4.194
O -1.611 -3.711 -4.842
H -2.396 -3.633 -4.290
H -0.341 -4.391 0.763
O -0.459 -4.994 0.022
H -0.032 -5.809 0.287
C 2.669 -2.149 -0.637
H 3.587 -1.867 -1.170
H 2.943 -2.902 0.100
H 1.917 -2.562 -1.307
C 3.303 -0.680 1.582
H 3.169 -1.649 2.085
H 4.340 -0.623 1.226
H 3.143 0.105 2.327
C -3.146 1.105 0.695
H -4.009 0.907 0.049
H -3.421 0.989 1.745
H -2.783 2.126 0.540
C -2.827 -1.688 0.264
H -3.015 -1.915 1.331
H -3.794 -1.488 -0.226
H -2.303 -2.559 -0.163
Cl -0.519 -1.006 3.627
C -0.201 0.664 3.662
C 0.136 1.245 2.451
C 0.292 2.617 2.384
Cl 0.522 3.112 0.715
C 0.199 3.442 3.519
Cl 0.400 5.130 3.327
C -0.101 2.864 4.790
Cl -0.206 3.841 6.201
C -0.290 1.460 4.836
Cl -0.638 0.679 6.302

Computed properties:
**Relative energy (zero: lowest compared OMol25 entry of this formula, charge and spin)**: 27.3 kcal/mol
**Electronic energy**: -3930.14880 a.u.
**Net charge**: +3
**Spin multiplicity**: 4
**Orbital gap (spin up / spin down)**: 5.504 / 4.173 eV

Charge distribution, Löwdin scheme, values in e: 0.92 0.78 -0.22 -0.26 -0.11 -0.28 0.04 0.03 0.04 -0.20 0.81 0.12 0.15 0.16 0.11 0.10 0.14 0.09 0.03 -0.05 0.02 0.01 -0.06 0.05 -0.20 0.07 0.07 0.07 -0.21 0.07 0.09 0.05 -0.21 0.08 0.07 0.06 -0.19 0.07 0.08 0.06 0.78 -0.70 -0.37 -0.66 0.78 -0.63 0.84 -0.59 0.90 -0.66 0.83

---

Record 2
This record from the OMol25 dataset describes a structure of composition C17H23ClINOPSZr. The level of theory is ωB97M-V with the def2-TZVPD basis set.

Atoms and positions in Å:
C 2.741 5.316 2.108
I 1.402 3.523 1.737
H 3.140 5.643 1.151
H 3.521 4.962 2.783
H 2.117 6.074 2.579
Zr 0.123 1.462 0.142
P -2.138 2.605 0.188
C -3.139 2.952 1.656
C -1.853 4.284 -0.491
H -2.908 1.706 -1.944
H -4.188 2.644 -1.089
H -3.764 0.972 -0.564
C -3.373 1.914 -0.971
H -1.315 4.217 -1.446
H -2.838 4.751 -0.631
H -3.997 3.567 1.354
H -2.535 3.470 2.410
H -1.238 4.872 0.204
H -3.479 2.003 2.085
C -0.569 1.340 2.383
O -0.821 1.371 3.516
Cl 0.557 2.148 -2.094
N -0.656 -0.494 -0.128
S -0.242 -1.922 0.621
C -0.569 -3.147 -0.649
C -0.158 -2.934 -1.964
C -0.284 -3.976 -2.894
C -0.827 -5.200 -2.496
C -1.253 -5.405 -1.178
C -1.130 -4.373 -0.244
C 1.553 -1.873 0.486
C 2.259 -2.984 0.991
C 3.652 -3.023 0.869
C 4.341 -1.921 0.335
C 3.634 -0.805 -0.122
C 2.229 -0.818 -0.119
H -1.461 -0.629 -0.752
H 0.285 -1.980 -2.248
H 0.050 -3.823 -3.922
H -0.924 -6.007 -3.222
H -1.676 -6.363 -0.875
H -1.431 -4.497 0.798
H 1.702 -3.808 1.437
H 4.200 -3.907 1.186
H 5.428 -1.938 0.262
H 4.141 0.082 -0.508
H 1.693 -0.052 -0.732

Computed properties:
**Electronic energy**: -2335.06902 a.u.
**Net charge**: +3
**Orbital gap**: 5.700 eV

Charge distribution, Löwdin scheme, values in e: -0.24 0.99 0.04 0.04 0.04 0.81 0.67 -0.22 -0.24 0.06 0.08 0.07 -0.21 0.03 0.08 0.09 0.06 0.04 0.07 -0.23 0.18 0.11 -0.47 1.15 -0.42 -0.07 -0.02 -0.01 -0.02 -0.06 -0.40 -0.04 0.00 -0.01 -0.03 -0.15 0.06 0.11 0.13 0.13 0.13 0.12 0.13 0.14 0.14 0.13 0.02